Computed, not measured: one molecule with the formula C4H6N2O2, with ωB97M-V/def2-TZVPD.

```
14
Properties=species:S:1:pos:R:3:forces:R:3:nbo_charge:R:1
O 1.582708 0.741705 1.443255 -0.64 -0.30 -1.60 -0.68
O -2.567620 1.133981 0.174326 -0.03 -0.76 0.00 -0.65
N -1.411253 -0.853141 0.003189 3.51 -1.31 -1.05 -0.65
N -0.355199 1.223952 0.099033 0.29 -0.08 -0.02 -0.65
C 0.980175 0.681275 0.127254 1.66 1.33 -1.46 0.19
C -1.507964 0.524789 0.119044 0.15 0.06 -0.24 0.77
C 0.041101 -1.478009 -0.572921 -4.03 3.04 1.83 0.01
C 1.075750 -0.697570 -0.459949 1.84 -0.55 0.19 -0.28
H -0.675782 2.186960 0.099462 1.32 0.26 0.13 0.43
H 2.123930 -1.104351 -0.767452 -2.05 0.99 0.68 0.25
H 0.111018 -2.453104 -0.917418 -0.74 -1.67 -0.54 0.21
H 1.658307 1.196780 -0.632501 -0.87 0.46 1.56 0.19
H -2.235037 -1.051544 -0.515430 -0.59 -1.28 -0.51 0.40
H 1.179865 -0.051723 1.800107 0.18 -0.19 1.01 0.46
```
Forces are in eV/Å.

Output
- Electronic energy: -415.9727 hartree
- Maximum force: 5.37 eV Å⁻¹
- Molecular weight: 114.1 g mol⁻¹
- Energy relative to the best compared isomer or geometry (same formula, charge and spin): 42.64 kcal per mole